1.
A 2-piece molecular cluster, CH4O2S2 overall in a non-equilibrium geometry. Source: OMol25; level of theory: ωB97M-V/def2-TZVPD.

## Properties
largest force on an atom: 0.094 Eh/bohr
energy: -987.29830 Eh
E_LUMO: 0.0051 eV
frontier orbital gap: 9.14 eV
energy above the lowest of the compared OMol25 structures with the same formula, charge and spin: 134.2 kJ/mol
total charge: 0
multiplicity: 1

Each line ends with the natural charge from an NBO analysis.
CARTESIAN COORDINATES (ANGSTROEM)
S: 2.33 -0.84 -0.03  0.27
S: 2.18 1.14 0.33  -0.53
O: -2.64 -0.63 -0.06  -0.57
O: -0.66 0.27 -0.12  -0.70
C: -1.92 0.30 0.09  0.65
H: -0.11 0.88 0.25  0.51
H: 1.02 -1.35 0.31  0.18
H: -2.24 1.25 0.53  0.08
H: 2.05 -1.03 -1.30  0.12

=====

2.
One molecule with the formula C4H7NO. Source: OMol25; level of theory: ωB97M-V/def2-TZVPD.

## Properties
largest force on an atom: 0.008 Eh/bohr
energy: -286.59962 Eh
E_LUMO: 1.0603 eV
SMILES: CC1=NCCO1
frontier orbital gap: 10.58 eV
energy above the lowest of the compared OMol25 structures with the same formula, charge and spin: 84.1 kJ/mol
total charge: 0
multiplicity: 1

Each line ends with the natural charge from an NBO analysis.
CARTESIAN COORDINATES (ANGSTROEM)
O: -0.17 0.20 1.04  -0.50
N: 0.27 -0.14 -1.16  -0.48
C: -0.19 -2.08 0.29  -0.67
C: -0.36 1.47 0.41  -0.09
C: 0.39 1.31 -0.90  -0.28
C: 0.00 -0.65 -0.02  0.55
H: -0.03 1.91 -1.71  0.21
H: -1.16 -2.23 0.77  0.23
H: -1.44 1.60 0.25  0.17
H: 1.44 1.58 -0.78  0.19
H: 0.58 -2.43 0.98  0.23
H: -0.01 2.26 1.07  0.20
H: -0.15 -2.65 -0.64  0.24

=====

3.
An isolated ion of composition C8H14N3 and charge +1 in a non-equilibrium geometry. Source: OMol25; level of theory: ωB97M-V/def2-TZVPD.

## Properties
largest force on an atom: 0.102 Eh/bohr
energy: -477.02534 Eh
E_LUMO (alpha / beta): -3.6071 / -6.2005 eV
frontier orbital gap (alpha / beta): 5.47 / 7.54 eV
energy above the lowest of the compared OMol25 structures with the same formula, charge and spin: 224.4 kJ/mol
total charge: +1
multiplicity: 3

Each line ends with the Löwdin spin population.
CARTESIAN COORDINATES (ANGSTROEM)
N: -1.54 -1.05 -1.96  0.27
N: 0.29 0.04 1.08  0.04
N: 1.97 1.11 -0.22  0.25
C: -0.92 -1.62 -2.99  0.59
C: 0.33 0.21 2.51  0.02
C: 2.29 -0.16 -0.04  -0.04
C: -0.84 -0.20 -1.06  0.03
C: 0.81 1.38 0.36  -0.01
C: 1.27 -0.87 0.70  0.38
C: 0.06 2.50 0.36  0.29
C: -0.99 -0.39 0.45  0.02
H: 1.12 -1.91 0.94  0.02
H: 3.19 -0.57 -0.46  -0.01
H: -1.18 1.01 -1.15  0.02
H: 1.29 0.68 2.75  0.00
H: -0.90 2.51 0.89  0.02
H: 0.12 -0.76 2.99  0.00
H: -1.20 -1.46 0.67  0.00
H: -1.59 -2.12 -3.50  0.05
H: 0.27 -0.13 -1.26  0.00
H: 0.62 3.31 0.09  0.02
H: 0.23 -1.58 -2.97  0.04
H: -0.41 0.97 2.78  0.00
H: -2.59 -1.20 -1.89  0.00
H: -1.74 0.30 0.91  0.00

=====

4.
A 2-piece molecular cluster, C2H8N2 overall in a non-equilibrium geometry. Source: OMol25; level of theory: ωB97M-V/def2-TZVPD.

## Properties
largest force on an atom: 0.090 Eh/bohr
energy: -190.42209 Eh
E_LUMO (alpha / beta): 4.5032 / 4.4299 eV
frontier orbital gap (alpha / beta): 3.38 / 10.28 eV
energy above the lowest of the compared OMol25 structures with the same formula, charge and spin: 61.6 kJ/mol
total charge: -1
multiplicity: 2

Each line ends with the Löwdin spin population.
CARTESIAN COORDINATES (ANGSTROEM)
N: -0.25 1.32 0.27  0.06
N: 0.76 0.19 2.17  0.01
C: 0.18 0.15 0.99  0.14
C: -0.47 -1.34 -2.57  0.44
H: -0.26 -1.66 -3.56  0.05
H: -0.14 -0.86 0.54  0.03
H: 0.41 2.15 0.17  0.03
H: -1.59 -1.06 -2.53  0.06
H: 0.59 -0.63 2.66  0.01
H: -0.75 1.08 -0.64  0.07
H: 0.14 -0.42 -2.40  0.05
H: -0.24 -2.00 -1.79  0.04

=====

5.
One molecule with the formula C4H7ClN2 in a non-equilibrium geometry. Source: OMol25; level of theory: ωB97M-V/def2-TZVPD.

## Properties
largest force on an atom: 0.041 Eh/bohr
energy: -726.26204 Eh
E_LUMO: 0.9369 eV
SMILES: C/C=C(Cl)\C=N/N
frontier orbital gap: 9.95 eV
energy above the lowest of the compared OMol25 structures with the same formula, charge and spin: 206.1 kJ/mol
total charge: 0
multiplicity: 1

Each line ends with the natural charge from an NBO analysis.
CARTESIAN COORDINATES (ANGSTROEM)
Cl: -2.89 -0.61 -0.20  -0.02
N: 0.66 -1.77 0.36  -0.19
N: 1.27 -1.21 -0.72  -0.63
C: -0.46 -1.29 0.77  -0.05
C: -0.79 1.05 -0.09  -0.17
C: -1.23 -0.18 0.16  -0.10
C: 0.57 1.58 0.24  -0.65
H: 0.63 -0.75 -1.39  0.35
H: 1.85 -1.88 -1.11  0.37
H: 1.12 0.85 0.86  0.23
H: 0.50 2.51 0.74  0.22
H: -1.47 1.78 -0.56  0.22
H: 1.17 1.71 -0.66  0.23
H: -0.91 -1.80 1.62  0.20

=====

6.
C21H46N3O2PtSSbSi4 as an isolated structure in a non-equilibrium geometry. Source: OMol25; level of theory: ωB97M-V/def2-TZVPD.

## Properties
largest force on an atom: 0.053 Eh/bohr
energy: -3058.30222 Eh
E_LUMO (alpha / beta): -0.4100 / -0.4115 eV
frontier orbital gap (alpha / beta): 5.89 / 5.89 eV
energy above the lowest of the compared OMol25 structures with the same formula, charge and spin: 17.9 kJ/mol
total charge: 0
multiplicity: 1

Each line ends with the Löwdin charge.
CARTESIAN COORDINATES (ANGSTROEM)
Pt: 0.61 0.56 -1.99  0.82
Sb: 0.61 0.57 0.83  0.86
S: 0.17 -1.89 -2.12  0.59
Si: 2.65 1.68 2.04  0.38
Si: 0.40 -1.81 1.91  0.37
Si: -2.76 -3.84 -2.21  0.58
Si: -1.41 1.92 1.82  0.37
O: 3.37 -0.14 -1.30  -0.11
O: -0.29 3.25 -2.39  -0.13
N: 2.57 0.75 -2.07  -0.22
N: -1.38 0.14 -2.16  -0.18
N: 0.76 2.57 -2.13  -0.27
C: -1.37 1.95 3.73  -0.22
C: 4.20 0.61 1.75  -0.22
C: -2.63 -1.93 -2.16  -0.24
C: -3.73 0.23 -2.21  -0.07
C: 1.97 -2.79 1.43  -0.21
C: -1.43 -1.21 -2.15  -0.76
C: -1.27 3.70 1.14  -0.21
C: 2.45 1.79 3.94  -0.22
C: 0.20 -1.74 3.81  -0.22
C: 2.26 4.38 -2.84  -0.02
C: 2.86 3.42 1.28  -0.21
C: -3.87 -4.38 -0.75  -0.17
C: -3.07 1.11 1.33  -0.20
C: 3.02 2.03 -2.12  -0.29
C: -3.78 -1.16 -2.17  -0.07
C: 2.02 2.97 -2.37  -0.32
C: -1.13 -4.83 -2.17  -0.21
C: -2.50 0.86 -2.22  -0.13
C: 4.46 2.35 -1.93  0.00
C: -1.15 -2.67 1.19  -0.23
C: -3.70 -4.29 -3.80  -0.17
H: 2.09 -2.77 0.35  0.00
H: 3.91 3.72 1.26  0.03
H: -1.34 -5.90 -2.21  0.03
H: 2.15 0.84 4.38  0.00
H: -1.13 3.69 0.06  0.00
H: 1.71 2.52 4.24  0.00
H: -4.67 -3.81 -3.83  0.02
H: -3.91 1.67 1.73  0.03
H: -1.04 -2.79 0.12  -0.05
H: 3.39 2.07 4.40  0.02
H: -4.04 -5.45 -0.78  0.03
H: -0.54 -4.65 -1.27  0.00
H: 1.43 4.67 -3.49  0.08
H: -2.16 4.28 1.35  0.03
H: 2.27 5.07 -2.00  0.09
H: -3.87 -5.37 -3.85  0.03
H: 0.28 -2.73 4.24  0.02
H: -4.75 -1.64 -2.16  0.10
H: 5.07 1.86 -2.69  0.10
H: 2.30 4.18 1.81  0.02
H: -3.14 0.10 1.72  0.01
H: 5.11 1.19 1.86  0.03
H: -0.42 4.21 1.57  0.01
H: 4.25 -0.21 2.46  0.02
H: 2.86 -2.35 1.87  0.01
H: -4.63 0.83 -2.23  0.11
H: 4.20 0.17 0.75  -0.01
H: 3.23 -1.01 -1.69  0.09
H: -1.30 -3.65 1.62  0.03
H: -3.18 1.06 0.26  -0.01
H: -0.46 2.40 4.11  0.00
H: -4.84 -3.90 -0.81  0.02
H: -3.45 -4.15 0.22  0.01
H: 4.63 3.42 -1.98  0.08
H: 3.19 4.46 -3.40  0.08
H: -3.16 -4.00 -4.70  0.03
H: 0.95 -1.12 4.28  0.00
H: -2.37 1.93 -2.26  0.11
H: -0.78 -1.35 4.09  0.01
H: 4.80 1.99 -0.96  0.08
H: 2.52 3.41 0.25  -0.01
H: -2.05 -2.08 1.37  0.02
H: -1.43 0.95 4.15  0.01
H: -2.20 2.52 4.12  0.02
H: 1.91 -3.83 1.74  0.03
H: -0.50 -4.59 -3.02  0.01

=====

7.
CBaF3NO6S as an isolated structure in a non-equilibrium geometry. Source: OMol25; level of theory: ωB97M-V/def2-TZVPD.

## Properties
largest force on an atom: 0.061 Eh/bohr
energy: -1267.52468 Eh
E_LUMO: -1.4957 eV
frontier orbital gap: 8.77 eV
total charge: 0
multiplicity: 1

Each line ends with the Löwdin charge.
CARTESIAN COORDINATES (ANGSTROEM)
Ba: 1.44 -4.13 8.90  2.05
S: 4.60 -3.77 7.48  0.54
F: 4.74 -6.17 6.45  0.15
F: 4.71 -4.67 4.97  0.19
F: 6.49 -4.94 6.12  0.16
O: 2.80 -1.30 8.81  -0.03
O: 1.99 -2.53 10.51  -0.50
O: 3.18 -4.27 7.50  -0.80
O: 4.75 -2.50 6.84  -0.26
O: 3.45 -0.92 10.84  0.08
O: 5.37 -4.12 8.66  -0.28
N: 2.77 -1.51 10.03  -0.55
C: 5.17 -4.98 6.14  -0.76